105
Properties=species:S:1:pos:R:3:forces:R:3:mulliken_charge:R:1 method="wB97M-V/def2-TZVPD" homo_ha=-0.391 total_energy_ev=-141521.934 relative_energy_ev=4.7899 e_lumo_ev=0.174 orbital_gap_ev=10.8
C 3.04073 4.32801 -0.75790 -0.879 0.379 -0.632 -1.438
C 4.40042 3.68019 -0.73616 -0.988 0.740 -0.117 -0.184
O 4.13026 2.28784 -0.49962 1.510 -2.089 -0.101 -0.071
S 5.25345 1.09018 -0.84573 2.122 0.049 1.455 1.082
C 6.78755 1.83542 -0.08397 -1.288 0.891 -0.609 -1.056
O 4.97955 -0.11223 -0.05356 -0.636 2.250 -1.682 -0.543
O 5.49528 1.03845 -2.27640 -0.880 0.011 1.227 -0.587
H 2.44726 4.00718 -1.61403 0.084 -0.275 -0.042 0.342
H 3.13526 5.40380 -0.90567 0.166 0.116 0.252 0.436
H 2.41510 4.14273 0.11524 0.347 -0.048 0.178 0.264
H 4.86519 3.90543 -1.69604 0.328 -0.554 -0.028 0.380
H 4.95194 4.17121 0.06560 0.442 -0.618 0.165 0.354
H 7.75975 1.39779 -0.31069 -0.567 -0.730 -0.078 0.355
H 6.60684 1.97116 0.98234 0.036 -0.282 -0.088 0.339
H 6.81440 2.82157 -0.54753 0.081 0.126 0.093 0.350
C -2.14995 -4.36816 -2.85762 -0.788 -0.369 -0.063 -1.494
C -2.13167 -2.82999 -2.72985 0.056 -2.522 0.791 0.897
O -0.91138 -2.53648 -3.42844 0.905 2.568 -0.759 -0.031
S -0.77560 -1.06436 -4.20977 -1.227 -0.720 -1.101 0.963
C -1.93316 -1.53470 -5.54224 1.014 -0.290 -0.740 -1.055
O -1.42310 -0.01445 -3.46150 0.861 -0.815 -0.004 -0.485
O 0.57305 -0.89075 -4.74703 -2.063 -0.810 1.269 -0.571
H -2.29497 -4.56396 -3.92004 0.376 -0.136 -0.161 0.407
H -3.03343 -4.83406 -2.42116 -0.146 0.368 0.405 0.437
H -1.30472 -4.95729 -2.50179 0.303 0.527 0.026 0.243
H -3.10321 -2.61114 -3.17292 0.428 1.163 -0.397 0.259
H -2.09918 -2.48150 -1.69757 0.059 0.159 -0.169 -0.629
H -1.87636 -0.82278 -6.36567 -0.242 0.419 0.407 0.415
H -2.95134 -1.75363 -5.22055 0.215 0.562 0.330 0.321
H -1.56688 -2.45279 -6.00164 0.294 -0.129 0.295 0.336
C 1.73909 -5.32848 -4.25822 0.545 -0.683 0.010 -1.444
C 2.24460 -3.93249 -4.01907 -1.644 -0.201 0.381 0.479
O 3.66121 -4.00770 -3.98232 1.558 0.578 1.020 -0.363
S 4.52813 -2.90266 -3.09171 0.454 1.183 -0.873 1.052
C 3.92591 -1.42066 -4.01349 0.883 -0.007 0.734 -0.761
O 3.96196 -2.79772 -1.73937 1.234 -0.714 -2.063 -0.506
O 5.98320 -3.11594 -3.36693 -4.107 -0.015 0.891 -0.615
H 2.16017 -5.65421 -5.20938 -0.426 -0.288 -0.127 0.342
H 0.65351 -5.41161 -4.20615 -0.008 0.278 -0.402 0.312
H 2.11280 -6.01848 -3.50169 0.162 0.087 0.111 0.375
H 1.83976 -3.29802 -4.80752 0.656 0.315 -0.283 0.180
H 1.73952 -3.56871 -3.12428 0.744 0.263 0.500 0.045
H 3.71713 -1.65722 -5.05683 -0.158 -0.213 0.292 0.385
H 4.69328 -0.64702 -3.98695 0.199 -0.226 0.157 0.375
H 3.08639 -1.02079 -3.44480 -0.193 -0.310 -0.316 0.150
C 1.12784 1.52242 4.94338 0.740 -0.133 0.084 -1.403
C 0.04990 2.19155 4.11031 0.945 -1.513 -0.682 0.631
O -0.70576 3.05045 4.93097 -2.378 0.076 1.172 -0.360
S -2.14232 2.53483 5.63547 0.558 0.480 -1.165 1.076
C -1.74381 3.23171 7.26171 -0.790 -0.070 -1.338 -0.974
O -3.24093 3.26627 5.00111 1.729 -0.974 1.142 -0.577
O -2.18976 1.08496 5.66889 0.167 1.294 -0.043 -0.511
H 1.80730 2.31067 5.26755 -0.168 -0.054 0.774 0.352
H 1.81043 0.81175 4.47744 -0.365 0.153 -0.956 0.402
H 0.70986 0.89043 5.72696 -0.201 0.605 0.456 0.299
H 0.49286 2.82044 3.33805 -0.123 -0.050 -0.006 0.294
H -0.54071 1.41444 3.62515 -0.388 0.242 -0.018 -0.227
H -1.04947 2.55231 7.75606 -0.156 0.228 -0.013 0.305
H -2.71021 3.37383 7.74541 0.216 -0.179 0.277 0.396
H -1.32675 4.20042 6.98646 0.157 -0.096 0.376 0.346
C -3.30861 4.20984 1.87765 -1.253 -0.244 0.834 -0.993
C -3.58225 4.41174 0.37809 -0.987 -0.217 3.627 -0.184
O -2.34459 4.86621 -0.01085 3.376 -0.486 -3.699 -0.351
S -1.72757 4.12308 -1.36993 0.243 1.304 -0.825 0.991
C -2.97954 4.77539 -2.61751 1.499 -0.434 0.674 -1.070
O -0.36908 4.61479 -1.66178 -2.967 -0.337 0.954 -0.580
O -1.90296 2.69845 -1.27864 -0.141 0.663 0.215 -0.329
H -2.95596 5.08504 2.42333 -0.081 0.301 -0.446 0.412
H -2.56353 3.44346 2.09117 -0.054 -0.181 -0.449 -0.062
H -4.23281 3.90567 2.36901 -0.028 -0.120 0.192 0.405
H -3.95612 3.44189 0.04986 0.412 0.170 -0.881 0.277
H -4.31240 5.21033 0.24689 -0.183 -0.143 -0.292 0.363
H -3.97358 4.35600 -2.46230 0.305 -0.194 0.190 0.339
H -2.53262 4.43119 -3.55020 -0.282 0.155 -0.113 0.385
H -3.00786 5.86284 -2.54867 0.195 -0.133 -0.014 0.388
C -1.82067 -2.03362 4.60035 1.090 -1.557 -1.425 -0.802
C -2.01964 -3.40114 3.80330 -1.335 1.386 2.118 -0.421
O -2.62874 -2.89545 2.60709 -0.409 -1.815 -2.619 -0.158
S -2.92837 -4.03414 1.40816 -1.282 -0.976 0.719 1.070
C -1.22276 -4.43005 0.88703 -1.181 0.543 0.268 -0.595
O -3.55238 -5.25361 2.06836 1.811 3.700 -2.123 -0.641
O -3.58438 -3.36405 0.24499 1.367 -1.341 3.076 -0.529
H -1.01401 -1.62922 3.98890 0.264 0.544 0.469 -0.048
H -1.46635 -2.19814 5.61793 -0.189 0.086 -0.061 0.433
H -2.63362 -1.31284 4.51261 -0.257 -0.565 0.235 0.293
H -1.10253 -3.98287 3.71059 0.305 0.528 -0.597 0.315
H -2.70949 -4.08977 4.29115 -0.274 0.151 0.010 0.421
H -0.68517 -4.82377 1.74962 -0.091 -0.340 -0.387 0.434
H -0.75176 -3.50192 0.56326 -0.159 0.018 0.032 -0.059
H -1.40047 -5.09084 0.03856 0.416 -0.257 0.265 0.292
C -2.95208 0.30015 0.48317 0.251 -1.210 -0.589 -0.959
C -1.49066 0.51729 0.69824 -0.086 3.814 0.685 0.123
O -0.92893 -0.52181 1.38931 2.787 -3.278 1.774 0.281
S 0.73203 -0.60655 1.51286 1.153 -0.531 -1.765 0.986
C 1.19953 -0.86315 -0.24403 -0.178 0.711 1.246 -0.808
O 1.30727 0.71575 1.81795 -1.357 -2.303 0.460 -0.490
O 1.12567 -1.86375 2.20448 -1.698 3.073 -0.671 -0.694
H -3.46818 -0.01951 1.38848 0.191 -0.019 0.056 0.339
H -2.90959 -0.53392 -0.21727 -1.176 -0.044 -0.289 0.082
H -3.44291 1.18985 0.08867 0.244 -0.231 -0.223 -0.006
H -0.91695 0.79484 -0.18602 -0.320 -0.262 -0.261 0.457
H -1.42138 1.36453 1.38050 0.297 0.619 -0.148 -0.153
H 2.21435 -1.25356 -0.16772 -0.120 -0.302 -0.242 0.594
H 1.25680 0.14819 -0.64652 -0.149 -0.173 -0.253 0.323
H 0.46859 -1.49032 -0.75443 0.268 -0.072 0.054 -0.163

11
Properties=species:S:1:pos:R:3:forces:R:3:mulliken_charge:R:1 method="wB97M-V/def2-TZVPD" homo_ha=-0.389 total_energy_ev=-8776.539 relative_energy_ev=1.1560 e_lumo_ev=0.795 orbital_gap_ev=11.4
H 2.25841 1.34157 0.91678 -0.215 0.347 0.752 0.257
N 2.63166 0.40017 0.87903 -0.101 0.295 -0.380 -0.591
C 1.75870 -0.39076 0.44378 0.820 0.702 -0.496 0.160
O 0.45196 0.05514 0.25798 0.163 -0.001 -0.019 -0.296
C -0.64268 -0.67226 -0.15024 0.052 -0.424 -0.112 0.692
C -1.86448 0.22410 -0.21710 0.055 -0.065 -0.036 -0.963
O -0.61342 -1.84139 -0.40993 0.169 0.448 0.139 -0.508
H 2.23526 -1.27110 0.03522 -1.434 -1.067 0.082 0.348
H -2.13616 0.59036 0.77838 0.180 -0.102 -0.112 0.283
H -1.66708 1.09841 -0.84382 0.074 -0.137 0.102 0.306
H -2.70657 -0.33415 -0.63078 0.236 0.005 0.079 0.312

95
Properties=species:S:1:pos:R:3:forces:R:3:mulliken_charge:R:1 method="wB97M-V/def2-TZVPD" homo_ha="-0.372 / -0.372" total_energy_ev=-99220.969 relative_energy_ev=2.0331 total_charge=+1 e_lumo_ev="-5.783 / -5.782" orbital_gap_ev="4.3 / 4.3"
Rh -0.21216 -0.44882 -0.70826 -0.014 -0.478 -0.532 0.473
C -0.39886 1.04918 2.27810 -0.088 0.155 0.034 -0.998
C -1.84565 0.56633 2.03173 0.050 0.053 -0.416 -0.390
P -2.86537 1.15736 0.57185 -0.463 -0.353 0.545 -0.430
C -2.76886 2.97537 0.61457 0.121 -0.030 -0.016 0.822
C -3.09427 3.66660 -0.55751 0.110 -0.063 0.182 -0.382
C -3.12665 5.04678 -0.56959 -0.006 0.116 0.002 -0.786
C -2.83987 5.75732 0.58662 -0.004 0.005 0.077 -0.570
C -2.54271 5.08125 1.75833 -0.052 0.136 0.012 -0.670
C -2.51839 3.69806 1.77804 0.058 -0.226 -0.147 -0.331
C -1.88941 0.92636 -1.00406 0.780 0.360 0.394 1.957
C -2.62780 0.35777 -2.12391 -0.355 -0.295 -0.291 -0.731
C -2.41801 0.73374 -3.39707 0.291 0.061 0.230 -1.710
C -1.34341 1.69319 -3.78290 -0.189 0.747 -0.042 -0.163
C -0.30351 1.92624 -2.67220 0.136 -0.294 -0.284 -0.783
C -0.70777 1.63746 -1.26054 0.879 -0.341 -0.120 -1.507
C 0.66989 -0.07223 2.25683 -0.085 -0.086 -0.516 0.527
P 1.65840 0.08231 0.67634 -0.215 -1.054 1.256 1.904
C 2.80517 -1.30418 0.36357 -0.539 0.270 -0.582 1.448
C 4.19221 -1.19968 0.46461 0.143 0.133 0.081 -0.778
C 4.99515 -2.22821 -0.00006 0.107 0.073 0.057 -0.902
C 4.43552 -3.34705 -0.59508 -0.202 -0.033 -0.050 -0.649
C 3.05922 -3.44615 -0.72979 0.087 -0.035 -0.004 -0.917
C 2.25574 -2.42632 -0.26096 -0.458 0.185 -0.056 -0.422
C 2.78403 1.44674 1.15342 -0.462 0.429 -0.857 0.738
C 3.56240 1.29063 2.30156 -0.244 -0.225 0.145 -0.971
C 4.44602 2.28303 2.68536 -0.022 -0.018 0.007 -0.799
C 4.56111 3.44415 1.93521 -0.036 -0.038 -0.111 -0.593
C 3.79699 3.60161 0.79117 0.037 0.104 -0.015 -0.906
C 2.91740 2.60419 0.39775 -0.130 -0.033 -0.043 -0.205
H -0.37368 1.53263 3.25759 0.143 0.007 -0.128 0.505
H -0.12710 1.82654 1.55381 -0.050 0.103 0.216 0.413
H -2.47723 0.82823 2.88902 -0.007 -0.018 -0.191 0.814
H -1.88877 -0.52284 1.95620 -0.088 0.069 0.030 -0.315
H -3.33137 3.12086 -1.46016 -0.081 -0.043 -0.114 0.508
H -3.39152 5.57435 -1.47289 -0.003 0.036 -0.111 0.438
H -2.86632 6.83549 0.58172 -0.002 0.115 -0.024 0.410
H -2.33917 5.63161 2.66457 0.010 0.055 0.069 0.421
H -2.31315 3.18122 2.70303 0.083 -0.033 0.117 0.322
H -3.44369 -0.31062 -1.88354 -0.022 -0.072 0.017 0.574
H -3.00860 0.34837 -4.21270 -0.246 -0.140 -0.020 0.512
H -1.74524 2.58944 -4.26564 -0.083 -0.063 0.097 0.630
H 0.14633 2.92091 -2.75308 -0.090 -0.144 -0.021 0.927
H -0.34265 2.35714 -0.53111 -0.141 -0.262 0.067 0.733
H 0.19974 -1.05582 2.28549 0.133 -0.041 -0.029 -0.824
H 1.32854 0.00967 3.12454 0.098 -0.045 -0.244 1.192
H 4.65158 -0.32083 0.89298 0.051 -0.041 -0.047 0.471
H 6.07002 -2.15349 0.07935 0.041 0.072 0.068 0.452
H 5.06605 -4.13601 -0.97682 0.086 -0.043 0.014 0.433
H 2.62338 -4.30914 -1.20948 -0.111 -0.036 0.013 0.494
H 1.17127 -2.50961 -0.36975 0.373 -0.216 0.100 -0.429
H 3.48828 0.38546 2.88971 0.020 -0.006 0.067 0.442
H 5.04592 2.14998 3.57357 0.019 -0.038 0.049 0.445
H 5.25201 4.21768 2.23622 0.020 0.048 0.030 0.425
H 3.88599 4.50468 0.20556 -0.015 0.035 -0.067 0.494
H 2.33173 2.72423 -0.50241 -0.043 0.088 -0.106 0.450
C -5.11844 -5.75322 4.11463 -0.003 -0.100 0.076 -1.557
C -4.10268 -5.01401 3.30394 0.045 0.100 0.001 0.547
C -3.07209 -4.32572 3.93002 0.050 -0.029 -0.184 -1.012
C -2.05774 -3.71064 3.20532 -0.569 -0.219 -0.042 1.031
C -0.94889 -3.02592 3.94649 0.074 -0.017 -0.105 -1.527
C -2.13797 -3.77030 1.81814 0.762 0.575 -0.818 0.696
C -3.14441 -4.46258 1.15002 -0.275 0.083 0.566 0.962
C -3.15069 -4.58050 -0.34094 0.032 0.083 -0.071 -1.229
C -4.13096 -5.06840 1.91659 0.206 0.033 -0.020 -1.018
C -1.01278 -3.13657 0.96496 -1.334 -3.067 2.767 -0.508
O 0.04034 -3.74377 0.99043 1.059 0.412 -0.705 -0.611
O -1.33199 -2.06843 0.39529 0.765 2.927 -2.166 -0.534
H -5.34562 -5.23068 5.04068 -0.081 0.039 0.055 0.389
H -4.71805 -6.73141 4.38217 -0.074 -0.099 0.047 0.284
H -6.03632 -5.90785 3.55346 -0.096 -0.011 0.018 0.391
H -3.03083 -4.28135 5.00881 -0.064 -0.068 0.177 0.444
H -0.84762 -3.46215 4.93721 0.042 0.045 0.081 0.515
H -1.15815 -1.96244 4.07378 0.024 0.134 0.032 0.188
H -0.00179 -3.14594 3.42574 0.101 0.029 -0.012 0.264
H -3.22656 -3.59874 -0.80656 -0.009 0.056 -0.094 0.049
H -3.98602 -5.18854 -0.67709 -0.024 -0.046 -0.054 0.431
H -2.22350 -5.03990 -0.68345 0.032 -0.042 -0.105 0.301
H -4.91995 -5.61118 1.41654 -0.130 -0.112 -0.020 0.370
O 0.38961 1.33822 -7.08765 0.209 -0.257 -0.018 -0.635
S 0.45719 1.98544 -5.82510 0.004 0.154 -0.055 1.226
O -0.04755 3.32223 -5.71121 -0.035 0.274 0.137 -0.618
N -0.31990 1.03625 -4.63014 0.445 -0.066 -0.801 -0.517
C 0.57291 0.91658 -3.47930 0.412 -0.053 0.706 1.855
S 0.58614 -0.80646 -2.89719 -0.544 0.561 2.342 -0.393
C 1.95745 1.35198 -3.79864 0.147 0.137 -0.348 -0.606
C 3.05248 1.26614 -2.95482 -0.058 0.144 -0.117 0.005
C 4.26158 1.77442 -3.40174 -0.030 -0.077 0.112 -1.217
C 4.37784 2.32179 -4.67388 -0.137 0.095 -0.203 -0.560
C 3.28276 2.37995 -5.52890 0.177 0.099 -0.201 -0.784
C 2.07986 1.89644 -5.06261 -0.772 -0.264 0.343 0.095
H 2.94628 0.82479 -1.97157 0.125 -0.114 -0.060 0.664
H 5.12742 1.73083 -2.75796 0.081 0.019 0.044 0.498
H 5.32762 2.72093 -4.99861 0.044 -0.046 -0.056 0.419
H 3.36206 2.78753 -6.52576 0.069 0.075 -0.044 0.492

16
Properties=species:S:1:pos:R:3:forces:R:3:mulliken_charge:R:1 method="wB97M-V/def2-TZVPD" homo_ha=-0.430 total_energy_ev=-4342.324 relative_energy_ev=0.2043 e_lumo_ev=1.148 orbital_gap_ev=12.8
C -2.62136 -2.20022 -0.10917 0.653 -0.418 -0.215 -0.858
C -1.47557 -1.18655 -0.04321 0.397 -0.018 -0.323 -0.770
H -2.95698 -2.31486 -1.14225 -0.337 0.139 0.201 0.263
H -2.24994 -3.18865 0.16568 -0.080 -0.020 0.178 0.255
H -3.43439 -1.96673 0.57186 -0.197 0.132 -0.225 0.271
H -1.47356 -0.51588 -0.90375 -0.228 0.167 0.129 0.282
H -0.49308 -1.66967 -0.09122 -0.184 -0.067 0.140 0.280
H -1.49709 -0.58834 0.86131 -0.010 0.098 0.117 0.278
C 1.65396 2.02075 -0.48842 -0.549 0.426 -0.282 -0.806
C 2.39870 1.37091 0.66437 0.222 0.057 0.371 -0.787
H 0.58481 2.14491 -0.26679 0.272 0.031 0.019 0.229
H 2.03590 3.00799 -0.75769 0.090 0.000 0.229 0.319
H 1.70504 1.45705 -1.41680 0.025 -0.344 0.048 0.264
H 3.26758 0.81721 0.31734 -0.044 -0.258 -0.037 0.260
H 1.75148 0.72253 1.26114 0.123 -0.170 -0.272 0.231
H 2.80451 2.08954 1.37761 -0.154 0.245 -0.078 0.291